Entry 1:
Computed, not measured: a molecular structure, C8H10CoO5 at a distorted geometry, with ωB97M-V with the def2-TZVPD basis set.

The gap between HOMO and LUMO (alpha / beta) comes out at 10.424 / 6.339 eV. As for the expectation value of S²: 3.7724. The energy comes out at -56300.00398 eV. The calculation puts the max |F| at 7.061 eV Å⁻¹. Its net charge is +2. As for the spin multiplicity: 4. The calculation puts the energy relative to the best compared isomer or geometry (same formula, charge and spin) at 18.68 kJ/mol.

```
24
Properties=species:S:1:pos:R:3:lowdin_charge:R:1
Co -1.23 1.66 0.99 0.2574
O -3.82 0.31 0.02 0.2351
C -2.81 0.76 0.36 0.0641
C -0.10 1.41 2.29 -0.0953
O 0.41 0.91 3.18 0.2655
C -0.04 2.68 0.23 -0.0974
O 0.55 3.26 -0.56 0.2586
C -1.87 3.03 1.79 -0.1318
O -2.02 3.99 2.38 0.2740
C 1.86 -0.08 -1.60 0.0078
C 0.40 -0.31 -1.51 -0.1818
O -0.15 -0.42 -0.21 -0.0093
C 0.31 -1.49 0.60 -0.1536
C 0.19 -2.80 -0.13 -0.0077
H 2.09 0.84 -1.06 0.0972
H 2.19 0.10 -2.63 0.1293
H 2.48 -0.90 -1.21 0.1121
H -0.15 0.50 -2.00 0.1446
H 0.13 -1.16 -2.12 0.1684
H 1.36 -1.31 0.86 0.1808
H -0.33 -1.50 1.48 0.1445
H 0.86 -2.84 -0.99 0.0921
H 0.49 -3.66 0.47 0.1240
H -0.79 -3.00 -0.58 0.1214
```


Entry 2:
Computed, not measured: 10 unconnected molecules or ions with the total composition C25H42F3N2O37S9 at a distorted geometry, with ωB97M-V with the def2-TZVPD basis set.

The gap between HOMO and LUMO comes out at 3.886 eV. The energy comes out at -211004.62647 eV. The calculation puts the max |F| at 3.058 eV Å⁻¹. Its net charge is -1. As for the spin multiplicity: 1.

```
118
Properties=species:S:1:pos:R:3:lowdin_charge:R:1
F -4.47 0.22 0.10 0.1715
C -3.39 1.00 -0.01 -0.6798
F -2.24 0.30 0.23 0.1088
F -3.49 1.96 0.96 0.1079
O -3.21 1.59 -1.19 0.0358
C -4.25 1.36 -2.21 -0.2421
N -3.77 1.93 -3.47 -0.0524
C -2.57 2.61 -3.31 -0.3672
C -2.52 3.99 -2.93 -0.0145
C -1.23 4.51 -2.79 -0.1192
C -0.05 3.80 -3.02 -0.2179
N -0.09 2.51 -3.39 0.0241
C -1.30 1.99 -3.50 -0.1330
H -5.21 1.82 -1.92 0.0551
H -4.42 0.28 -2.40 0.1090
H -3.42 4.57 -2.73 0.0931
H -1.13 5.56 -2.47 0.0850
H 0.91 4.30 -2.90 0.0803
H -1.34 0.93 -3.78 0.0931
C 0.53 -1.69 -1.36 -0.1276
C 0.41 -1.16 0.05 -0.1574
O 1.50 -1.78 0.77 -0.1937
S 2.73 -2.00 -0.23 0.5913
O 3.65 -0.93 -0.05 -0.2258
O 3.13 -3.36 -0.17 -0.2322
O 1.94 -1.76 -1.60 -0.1961
H 0.12 -2.70 -1.44 0.1399
H 0.04 -1.04 -2.08 0.1438
H -0.54 -1.40 0.51 0.1269
H 0.56 -0.08 0.08 0.1290
C -8.17 2.84 -4.54 -0.1684
C -8.98 3.95 -3.92 -0.1798
O -8.58 3.97 -2.54 -0.1941
S -7.03 3.52 -2.44 0.6057
O -6.24 4.69 -2.35 -0.2099
O -6.95 2.47 -1.49 -0.2309
O -6.89 2.92 -3.91 -0.1798
H -8.60 1.86 -4.31 0.1330
H -8.07 2.95 -5.62 0.1350
H -10.05 3.79 -4.00 0.1301
H -8.72 4.92 -4.35 0.1309
C 1.00 2.13 2.77 -0.1602
C -0.48 1.98 3.06 -0.1547
O -0.85 3.21 3.70 -0.1927
S 0.05 4.41 3.11 0.6013
O -0.69 5.07 2.10 -0.2117
O 0.65 5.10 4.20 -0.2239
O 1.17 3.50 2.39 -0.1811
H 1.60 1.94 3.67 0.1311
H 1.33 1.47 1.97 0.1252
H -0.70 1.13 3.70 0.1383
H -1.06 1.90 2.13 0.1197
C 2.94 0.02 -4.59 -0.1593
C 3.49 -1.13 -5.42 -0.1703
O 2.34 -1.78 -5.95 -0.1942
S 1.18 -0.68 -6.20 0.6019
O 1.20 -0.30 -7.56 -0.2227
O 0.00 -1.14 -5.56 -0.2223
O 1.82 0.50 -5.33 -0.1866
H 2.58 -0.33 -3.62 0.1150
H 3.67 0.81 -4.44 0.1387
H 4.09 -1.82 -4.83 0.1299
H 4.09 -0.76 -6.26 0.1318
C -4.88 3.49 3.20 -0.1661
C -4.65 4.66 4.13 -0.1599
O -5.41 4.36 5.31 -0.1898
S -5.42 2.76 5.52 0.6175
O -4.41 2.41 6.45 -0.2416
O -6.77 2.33 5.66 -0.2174
O -4.90 2.35 4.06 -0.1794
H -5.84 3.56 2.70 0.1390
H -4.09 3.40 2.46 0.1132
H -4.98 5.61 3.70 0.1355
H -3.60 4.74 4.42 0.1286
C -3.12 -2.40 8.01 -0.1788
C -4.58 -2.61 8.35 -0.1650
O -4.97 -1.40 9.03 -0.1895
S -4.13 -0.16 8.42 0.6311
O -4.91 0.50 7.44 -0.2270
O -3.52 0.53 9.50 -0.2165
O -3.01 -1.03 7.66 -0.1839
H -2.49 -2.58 8.89 0.1342
H -2.79 -3.04 7.19 0.0867
H -4.75 -3.47 8.99 0.1323
H -5.19 -2.70 7.45 0.1365
C 0.92 -2.75 6.29 -0.1605
C 1.39 -3.77 5.27 -0.1621
O 0.19 -4.40 4.81 -0.1804
S -1.01 -3.34 4.83 0.6207
O -1.17 -2.80 3.53 -0.2018
O -2.09 -3.91 5.55 -0.2299
O -0.30 -2.23 5.75 -0.1862
H 0.69 -3.23 7.25 0.1338
H 1.64 -1.95 6.45 0.1375
H 2.07 -4.50 5.69 0.1361
H 1.87 -3.28 4.42 0.1342
C 7.37 -1.85 -0.08 -0.1545
C 6.50 -2.74 -0.94 -0.1627
O 6.43 -2.06 -2.20 -0.1865
S 7.80 -1.27 -2.46 0.6062
O 8.63 -2.06 -3.29 -0.2356
O 7.49 0.08 -2.77 -0.2073
O 8.38 -1.35 -0.96 -0.1861
H 6.80 -1.01 0.32 0.1348
H 7.82 -2.40 0.75 0.1354
H 5.51 -2.89 -0.52 0.1004
H 6.97 -3.71 -1.11 0.1361
C 10.64 -4.81 -5.98 -0.1659
C 9.25 -4.25 -5.79 -0.1680
O 8.63 -4.37 -7.08 -0.1843
S 9.20 -5.67 -7.83 0.6067
O 8.29 -6.75 -7.64 -0.2200
O 9.66 -5.29 -9.11 -0.2191
O 10.47 -5.92 -6.87 -0.1921
H 11.30 -4.08 -6.46 0.1335
H 11.09 -5.14 -5.05 0.1344
H 9.25 -3.22 -5.46 0.1172
H 8.67 -4.86 -5.08 0.1358
```